241
Properties=species:S:1:pos:R:3:forces:R:3 method="wB97M-V/def2-TZVPD" lumo_energy_ev=-4.01 relative_energy_ev=0.000 charge=+2
C 1.395 1.365 4.447 0.1 1.2 -0.7
C 0.449 0.213 4.761 0.7 0.6 0.3
C 0.340 -0.067 6.257 0.8 -0.6 1.3
O -0.315 0.857 7.094 -0.6 0.4 -0.7
C -1.548 0.344 7.626 0.7 0.0 -0.3
N -0.903 0.512 4.129 0.0 0.1 0.1
H -1.597 -0.242 4.203 0.3 -0.6 0.4
H -1.361 1.330 4.538 0.3 0.5 0.5
H -0.816 0.725 3.134 0.4 0.1 -0.1
H 1.578 1.490 3.375 -0.6 -0.1 -0.3
H 2.436 1.343 4.772 -0.3 -0.9 0.8
H 1.017 2.318 4.822 -0.2 0.0 0.1
H 0.845 -0.680 4.285 -0.3 0.0 0.0
H 1.345 -0.078 6.689 0.4 0.0 -0.7
H 0.042 -1.101 6.449 -0.7 0.0 -0.2
H -2.037 1.131 8.195 0.0 0.0 -0.2
H -1.286 -0.485 8.285 -0.4 -0.1 0.0
H -2.154 0.002 6.786 -0.4 -0.1 0.3
C 6.062 3.049 -0.893 0.5 0.7 -1.2
C 4.548 2.826 -1.116 1.6 0.8 1.5
C 4.303 1.474 -1.670 -1.7 -1.0 0.4
O 2.891 1.390 -1.909 0.4 -0.7 -1.0
C 2.563 0.100 -2.438 -0.2 -0.8 0.0
N 3.861 2.972 0.248 -0.6 0.6 -0.8
H 2.847 3.049 0.173 -0.4 -0.5 -0.3
H 4.042 2.205 0.890 0.4 -0.5 0.5
H 4.138 3.863 0.648 0.5 -0.1 0.3
H 6.644 2.270 -0.402 -0.6 -0.3 0.2
H 6.399 4.011 -0.500 -0.7 0.1 0.7
H 6.520 3.175 -1.878 -0.2 -0.5 -0.3
H 4.111 3.625 -1.715 0.1 -0.1 -0.2
H 4.526 0.709 -0.919 0.4 0.0 0.2
H 4.915 1.235 -2.541 -0.1 0.4 -0.2
H 3.098 -0.160 -3.354 0.3 0.4 -0.1
H 1.505 -0.057 -2.640 -0.1 0.9 0.0
H 2.741 -0.720 -1.738 0.5 0.3 0.4
C -4.753 0.781 0.190 -0.1 -0.4 1.0
C -4.241 -0.525 0.845 -0.8 0.5 0.5
C -3.694 -1.571 -0.063 1.0 -2.1 -0.1
O -3.770 -2.853 0.578 0.1 -0.1 0.8
C -3.160 -3.906 -0.154 0.1 1.1 -0.4
N -3.223 -0.176 1.943 0.4 -0.2 -1.3
H -3.518 0.646 2.479 -0.4 0.0 0.3
H -3.006 -0.957 2.574 -0.6 -0.3 0.2
H -2.314 0.090 1.555 -0.1 0.0 -0.5
H -5.407 0.617 -0.664 0.1 -0.4 0.0
H -3.967 1.466 -0.116 0.1 -0.2 0.0
H -5.353 1.238 0.979 0.0 0.4 -0.2
H -5.025 -0.975 1.456 -0.3 0.0 -0.3
H -2.637 -1.329 -0.226 0.2 0.0 -0.5
H -4.187 -1.814 -1.005 -0.2 1.5 -0.3
H -3.387 -4.858 0.320 0.0 0.1 0.1
H -2.086 -3.720 -0.246 0.3 -0.2 0.4
H -3.472 -3.899 -1.203 -0.6 -0.1 0.0
C -4.066 3.714 -4.800 0.3 0.5 0.5
C -2.683 3.629 -5.486 -1.9 1.6 -0.6
C -1.575 3.574 -4.468 0.8 -1.8 -0.1
O -0.366 3.219 -5.148 0.5 0.4 -0.8
C 0.685 2.770 -4.270 -1.8 -0.7 1.5
N -2.618 2.475 -6.441 1.1 0.6 0.1
H -1.615 2.345 -6.581 0.3 -0.5 0.1
H -3.038 1.629 -6.042 -0.3 -0.6 0.2
H -2.988 2.694 -7.359 -0.5 0.1 0.1
H -4.218 2.891 -4.101 -0.1 -0.1 -0.1
H -4.953 3.862 -5.416 0.3 -0.5 -0.6
H -4.103 4.635 -4.214 0.4 0.0 0.2
H -2.580 4.496 -6.141 0.2 0.1 0.1
H -1.881 2.758 -3.807 0.4 0.0 0.5
H -1.426 4.477 -3.876 -0.4 0.2 -0.2
H 1.692 2.575 -4.630 -0.3 0.7 -0.9
H 0.314 1.826 -3.865 0.4 -0.1 0.1
H 0.678 3.437 -3.406 0.5 0.2 0.0
C 4.640 -3.155 -0.153 1.1 0.1 -0.8
C 3.957 -3.554 1.115 -1.1 -0.3 1.9
C 3.082 -4.796 0.990 -0.6 -0.3 -0.9
O 1.975 -4.436 0.158 0.1 -0.2 0.7
C 0.730 -4.256 0.874 0.0 0.7 -1.5
N 4.913 -3.670 2.318 0.7 -0.6 0.2
H 5.215 -2.724 2.564 0.7 0.7 -0.2
H 4.603 -3.999 3.232 -1.4 -0.1 -0.2
H 5.730 -4.272 2.238 0.4 0.2 -0.9
H 4.094 -2.478 -0.808 -0.5 0.0 0.5
H 4.863 -4.023 -0.775 0.0 -0.2 0.1
H 5.597 -2.652 -0.001 0.0 0.1 0.3
H 3.291 -2.799 1.536 -0.1 0.3 -0.5
H 2.759 -5.220 1.943 -0.1 0.4 0.2
H 3.569 -5.622 0.465 0.5 0.1 0.0
H 0.290 -5.228 1.091 0.1 0.2 0.8
H 0.056 -3.783 0.158 0.1 -0.1 -0.2
H 0.790 -3.476 1.632 0.2 -0.7 0.6
C -4.262 4.815 -0.314 -0.4 -1.2 -0.1
C -3.364 6.040 -0.226 -0.7 -0.4 0.0
C -1.900 5.799 0.110 -0.3 0.2 0.9
C -1.200 7.154 0.139 0.0 0.0 -0.7
P 0.542 6.982 0.397 1.0 0.7 -0.8
C 1.300 5.992 -1.027 0.7 0.5 1.3
C 1.733 6.768 -2.307 -0.9 -0.7 0.4
C 0.630 6.798 -3.371 -0.5 0.5 -1.4
C 1.154 7.377 -4.697 0.1 0.4 0.2
C 1.223 8.713 0.371 -0.3 0.5 -0.1
C 0.495 9.738 -0.563 -1.5 -0.9 0.9
C 0.721 11.240 -0.381 -0.2 1.0 -1.1
C -0.124 12.075 -1.438 1.7 -0.4 0.8
C 0.893 6.339 2.136 -0.6 0.1 -1.5
C -0.041 7.008 3.153 0.5 -0.2 1.6
C 0.019 6.304 4.558 -0.3 0.4 0.7
C -1.179 6.611 5.495 -1.1 0.1 -1.2
H -5.280 4.942 0.056 0.1 0.5 0.2
H -3.880 3.954 0.237 0.2 0.1 0.1
H -4.435 4.445 -1.327 0.4 0.1 -0.2
H -3.831 6.691 0.514 0.3 0.4 -0.1
H -3.391 6.508 -1.212 0.0 0.5 0.1
H -1.469 5.072 -0.581 0.2 0.2 -0.2
H -1.736 5.381 1.105 -0.5 -0.3 0.0
H -1.525 7.849 0.915 -0.5 -0.3 0.2
H -1.393 7.688 -0.794 0.3 0.0 -0.1
H 0.743 5.073 -1.210 -0.4 0.2 -0.1
H 2.180 5.625 -0.488 0.4 0.0 -0.2
H 2.599 6.272 -2.748 -0.1 -0.3 0.0
H 2.132 7.750 -2.048 -0.4 0.2 -0.1
H -0.287 7.362 -3.182 0.2 0.3 1.0
H 0.211 5.828 -3.643 0.4 -0.5 0.6
H 1.800 8.220 -4.444 0.4 -0.2 -0.3
H 0.399 7.828 -5.341 -0.3 -0.3 0.2
H 1.652 6.607 -5.285 0.4 0.2 0.1
H 2.307 8.745 0.249 0.1 -0.3 0.0
H 1.002 9.061 1.383 0.2 -0.1 0.2
H -0.547 9.603 -0.259 -0.2 0.1 -0.2
H 0.464 9.395 -1.599 0.6 0.3 -0.2
H 1.780 11.485 -0.468 0.0 0.1 0.0
H 0.345 11.667 0.549 0.3 -0.7 0.5
H 0.151 13.130 -1.400 0.0 0.0 0.4
H -1.176 12.024 -1.165 -0.1 -0.3 -0.7
H 0.204 11.789 -2.437 -0.8 -0.3 -0.2
H 1.954 6.553 2.275 0.0 0.1 0.3
H 0.771 5.254 2.129 -0.1 -0.1 -0.1
H -1.082 7.072 2.838 0.0 -0.2 -0.2
H 0.317 8.017 3.363 -0.2 0.2 -0.3
H 0.873 6.671 5.130 0.4 0.0 -0.4
H 0.152 5.225 4.479 -0.2 0.0 -0.2
H -1.542 7.640 5.431 0.7 0.4 0.2
H -1.041 6.354 6.543 0.3 -0.1 -0.1
H -2.096 6.127 5.152 0.2 -0.6 0.0
C -4.973 -8.790 -2.345 1.1 -0.1 0.2
C -3.542 -8.999 -2.953 -0.6 0.2 0.1
C -2.380 -8.350 -2.166 -0.9 0.3 -1.0
C -1.034 -8.667 -2.832 0.2 0.4 0.9
P 0.473 -7.925 -2.078 -0.9 -0.4 -0.1
C 0.785 -6.280 -2.782 -0.1 0.6 0.9
C -0.443 -5.492 -3.254 0.5 0.8 -0.7
C 0.028 -4.095 -3.871 -0.5 -1.3 0.2
C 0.257 -2.946 -2.886 0.0 0.0 0.1
C 1.766 -9.057 -2.595 -0.1 0.3 1.5
C 3.081 -8.484 -1.990 0.9 -1.8 -1.8
C 4.204 -9.555 -2.009 -0.3 0.5 -0.1
C 5.574 -8.908 -1.892 1.2 -1.3 1.2
C 0.364 -7.782 -0.243 -0.6 -0.2 0.6
C 0.415 -9.116 0.567 0.6 -0.7 -0.9
C 0.469 -9.046 2.115 0.3 1.4 -0.1
C 1.611 -8.125 2.630 -0.5 -0.5 -0.7
H -5.747 -9.153 -3.019 0.1 -0.2 0.1
H -5.221 -7.749 -2.133 0.3 0.2 -0.2
H -5.030 -9.283 -1.374 -0.2 -0.3 -0.1
H -3.576 -8.620 -3.976 0.3 0.1 0.0
H -3.288 -10.057 -3.036 -0.4 -0.2 0.0
H -2.469 -8.686 -1.133 0.4 0.1 0.1
H -2.542 -7.273 -2.242 0.0 0.1 0.5
H -0.982 -8.267 -3.847 -0.3 -0.2 -0.2
H -0.862 -9.743 -2.880 0.0 0.0 0.0
H 1.616 -6.310 -3.488 -0.3 -0.3 -0.3
H 1.158 -5.648 -1.970 0.4 -0.3 0.3
H -1.122 -5.356 -2.410 0.1 0.3 0.1
H -1.040 -6.033 -3.989 0.2 0.0 -0.2
H -0.682 -3.902 -4.675 -0.2 0.5 0.3
H 0.978 -4.255 -4.385 0.0 -0.2 -0.1
H -0.354 -2.973 -1.984 -0.2 -0.2 -0.1
H 0.069 -1.972 -3.337 0.0 -0.1 -0.1
H 1.294 -2.941 -2.546 0.0 0.0 0.1
H 1.693 -9.260 -3.663 0.5 0.6 -0.2
H 1.469 -10.029 -2.192 0.3 0.0 0.5
H 3.013 -8.129 -0.963 -0.4 0.3 -0.1
H 3.438 -7.732 -2.694 -0.2 0.5 0.4
H 4.153 -10.157 -2.917 -0.1 0.2 -0.2
H 4.025 -10.268 -1.204 0.2 0.1 0.2
H 5.999 -8.358 -2.729 -0.6 0.2 -0.1
H 6.310 -9.693 -1.690 0.0 -0.3 -0.5
H 5.739 -8.398 -0.939 -0.6 0.8 -0.2
H -0.559 -7.225 -0.054 -0.3 -0.2 -0.1
H 1.103 -7.080 0.145 0.4 -0.1 -0.5
H 1.282 -9.625 0.133 0.6 0.0 0.6
H -0.339 -9.825 0.216 -0.6 0.4 0.2
H 0.576 -10.002 2.627 -0.1 -0.3 -0.6
H -0.468 -8.623 2.481 -0.1 -0.1 -0.1
H 2.548 -8.473 2.191 0.2 0.1 0.2
H 1.676 -8.151 3.717 0.0 0.0 -0.1
H 1.433 -7.098 2.310 0.1 0.1 0.1
N 5.853 -1.118 3.171 5.2 -1.1 -2.3
S 7.217 -0.381 2.485 4.5 -2.3 -2.5
O 8.149 0.337 3.299 -2.2 0.5 0.3
O 7.091 -0.015 1.082 -1.1 0.0 1.9
F 8.082 -1.728 2.322 -1.1 -0.4 0.2
S 4.957 0.054 3.320 -8.0 3.9 3.9
O 4.573 0.868 2.186 1.5 0.0 0.2
O 4.941 0.639 4.643 1.0 0.3 -1.7
F 3.587 -0.802 3.451 0.0 -0.7 -0.3
N -3.642 0.325 -5.015 3.4 -0.3 3.6
S -2.885 -0.094 -3.532 2.1 2.4 1.0
O -2.781 -1.487 -3.179 -0.3 1.4 -0.8
O -3.107 0.912 -2.510 -0.4 -1.3 -1.0
F -1.397 0.350 -3.980 -0.4 -0.6 -0.5
S -4.836 -0.613 -4.844 -8.5 -2.9 -2.5
O -5.607 -0.610 -3.584 2.9 -0.5 -1.3
O -4.780 -1.810 -5.679 0.5 1.6 1.9
F -5.909 0.300 -5.664 0.9 0.0 -0.4
N -2.552 -1.869 4.178 3.3 -2.5 -2.3
S -3.602 -2.623 5.008 -6.2 0.9 5.0
O -3.229 -2.676 6.408 -0.5 -0.4 -1.8
O -4.332 -3.688 4.361 1.4 0.7 0.4
F -4.653 -1.389 4.949 0.4 -0.6 0.1
S -1.643 -3.259 3.839 4.6 -1.2 0.2
O -1.609 -3.629 2.457 -0.9 0.4 0.4
O -1.413 -4.296 4.846 -1.8 1.7 -1.6
F -0.199 -2.543 4.005 -0.2 0.7 -0.4
N -0.421 0.667 1.141 -1.5 4.1 -2.1
S 0.828 -0.024 0.681 5.5 -7.5 1.1
O 2.069 0.702 0.827 -0.8 0.4 -1.1
O 0.658 -1.024 -0.346 0.2 1.5 -0.1
F 1.009 -1.042 1.907 -0.5 0.2 0.7
S -0.251 1.874 -0.098 -4.7 0.8 -2.2
O -0.109 1.498 -1.493 0.2 -0.5 2.3
O 0.451 3.036 0.279 0.9 1.1 1.2
F -1.808 2.251 -0.033 1.1 0.0 0.1
N -3.791 2.074 3.495 5.0 2.5 -1.0
S -5.074 2.606 4.083 -10.7 -0.7 4.8
O -6.196 2.791 3.171 2.4 0.7 0.2
O -5.048 3.432 5.306 1.1 -1.3 -2.8
F -5.551 1.182 4.688 0.7 0.2 -0.1
S -2.900 3.467 3.645 4.1 2.1 0.0
O -1.803 3.399 4.632 -2.3 -0.9 -1.6
O -3.533 4.751 3.470 0.0 -1.5 0.2
F -2.070 3.401 2.251 -0.2 -0.9 0.5